The following is a quantum chemistry calculation of C19H20ClN3O3 in the gas phase at a distorted geometry, from the OMol25 dataset.

Properties
**Net charge**: 0
**Energy relative to the best compared isomer or geometry (same formula, charge and spin)**: 1016.6 kJ/mol
**Strongest force on any atom**: 17.2 eV/A
**Structure (SMILES)**: NC(=O)Nc1ccccc1C(=O)N1CCC(O)(c2ccc(Cl)cc2)CC1
**HOMO-LUMO gap**: 9.07 eV

Each line ends with the natural charge from an NBO analysis.
Atoms and positions in Å:
1 Cl -7.55966 0.12816 -0.31790  0.014
2 O 2.29638 -1.93914 1.81880  -0.578
3 O 0.96345 2.40329 1.79746  -0.708
4 O -1.09846 1.55227 -0.12137  -0.691
5 N 0.86793 -1.62091 0.27998  -0.430
6 N 1.82549 2.82269 -0.06854  -0.796
7 N 2.67714 1.10272 1.17268  -0.652
8 C 4.28757 1.06627 -0.49005  -0.244
9 C 3.40605 0.30823 0.05314  0.197
10 C -3.13388 0.13220 0.15462  0.020
11 C 4.97758 0.33910 -1.33504  -0.169
12 C -5.29716 -1.04063 0.33507  -0.186
13 C 3.84177 -1.53293 -1.06114  -0.106
14 C 4.82782 -0.86343 -1.83469  -0.237
15 C -3.82040 1.39361 -0.55118  -0.166
16 C 3.18950 -0.92363 -0.02817  -0.188
17 C 0.53003 -0.75240 -0.84961  -0.215
18 C 1.82679 2.09746 0.99129  0.755
19 C -3.84758 -1.09871 0.18677  -0.265
20 C -5.87804 0.12843 -0.10676  -0.089
21 C -5.26065 1.24741 -0.23434  -0.207
22 C -0.28864 -1.79625 1.28966  -0.152
23 C -1.07189 -0.73684 -0.91601  -0.460
24 C 2.05356 -1.33158 0.86848  0.671
25 C -1.47830 0.22909 0.06222  0.225
26 C -1.06808 -0.42947 1.49511  -0.475
27 H -5.73396 1.90317 -0.67640  0.193
28 H 0.20597 -2.04040 2.06456  0.222
29 H 4.44289 2.15452 -0.31724  0.245
30 H -5.79370 -2.08948 0.47930  0.238
31 H -0.49049 0.30096 2.25072  0.252
32 H 1.15204 3.35228 -0.39218  0.396
33 H -1.97159 -0.82111 2.09705  0.227
34 H 2.25870 2.56822 -0.97610  0.370
35 H -0.91947 1.82594 0.65261  0.479
36 H -1.44414 -1.84299 -1.04186  0.254
37 H 5.50622 -1.49284 -2.29299  0.234
38 H 0.90634 -1.47034 -1.82646  0.187
39 H -3.23740 -2.03411 0.62026  0.210
40 H 3.60796 -2.48459 -1.02498  0.203
41 H 0.93175 0.20386 -0.94769  0.201
42 H 5.67751 1.06132 -1.83813  0.198
43 H -3.19658 2.16040 -0.51340  0.213
44 H -1.24951 -0.22332 -1.88660  0.234
45 H 2.39168 0.43656 2.05262  0.432
46 H -0.81253 -2.35304 0.92647  0.143

Force components x, y, z for each atom (eV/Å):
Cl -1.73 -0.02 -0.11
O 2.39 -1.85 7.26
O -0.97 -0.35 2.27
O -1.68 -3.98 -9.07
N -2.08 3.17 -0.12
N 5.97 -0.94 -5.84
N 0.91 -5.46 2.01
C 1.45 3.48 -0.69
C -3.91 8.94 7.58
C 0.35 2.77 -5.28
C 6.02 5.77 -5.15
C 2.75 -3.36 -1.53
C 1.17 1.85 -0.09
C -3.29 -3.94 3.21
C -3.26 -9.13 6.48
C -2.48 -3.70 -0.99
C -2.10 -5.86 -3.48
C -2.53 -0.10 2.11
C 0.16 0.30 3.65
C -2.16 -5.09 2.43
C 9.97 0.16 -1.04
C 8.48 14.91 0.42
C 3.39 -0.68 -4.65
C -0.01 -3.11 -5.53
C -5.14 -2.05 5.31
C 0.78 0.01 1.90
H -5.24 7.08 -3.42
H 2.67 -2.22 5.87
H -0.06 -1.27 0.02
H 0.46 2.52 -0.25
H -1.08 -1.45 -1.93
H -4.88 3.32 -0.12
H 1.03 1.17 -1.01
H 0.56 -0.49 1.38
H 2.49 3.80 9.04
H 0.27 2.53 0.90
H 1.27 -0.45 -1.77
H -0.94 2.48 2.16
H -1.66 1.92 -1.27
H -0.55 -5.13 -1.20
H 0.77 1.51 0.33
H 0.31 -1.29 0.08
H 1.98 3.89 -0.61
H -0.25 -0.64 0.14
H 0.92 2.66 -2.72
H -10.54 -11.64 -6.68